# 1
This record from the OMol25 dataset describes an isolated molecule of C20H23N3O4. The level of theory is the ωB97M-V functional and the def2-TZVPD basis.

XYZ file:
```
50
Properties=species:S:1:pos:R:3:lowdin_charge:R:1
C 3.213 2.881 -2.640 -0.1017
C 2.231 1.798 -2.212 -0.1929
C 2.706 0.884 -1.120 -0.1258
C 3.919 1.052 -0.542 0.0616
C 4.430 0.198 0.504 -0.4467
O 5.497 0.327 1.053 0.1120
O 3.624 -0.837 0.891 0.1320
C 2.409 -1.046 0.341 -0.1715
C 1.713 -2.145 0.837 0.0424
C 0.455 -2.449 0.360 -0.2657
C -0.338 -3.587 0.906 -0.0319
C -0.099 -1.631 -0.627 0.0115
C 0.581 -0.542 -1.138 -0.1765
O 0.043 0.267 -2.104 -0.0766
C -1.157 -0.133 -2.729 -0.0861
C -2.404 0.094 -1.863 -0.4876
O -3.319 -0.696 -1.815 0.0825
N -2.373 1.259 -1.189 0.0820
C -3.494 1.708 -0.394 -0.1736
C -3.065 2.584 0.779 -0.1569
C -2.068 1.902 1.724 -0.1409
N -2.491 0.592 2.135 -0.0878
C -3.708 0.219 2.636 -0.0768
C -3.628 -1.125 2.858 -0.1391
N -2.396 -1.579 2.512 0.0613
C -1.743 -0.533 2.087 -0.1632
C 1.877 -0.213 -0.663 -0.0202
H 2.772 3.469 -3.443 0.0737
H 3.444 3.552 -1.817 0.0778
H 4.138 2.445 -3.010 0.0797
H 1.302 2.270 -1.882 0.1173
H 1.979 1.183 -3.079 0.1252
H 4.588 1.842 -0.833 0.1148
H 2.183 -2.739 1.604 0.1305
H -0.827 -4.135 0.105 0.0881
H 0.293 -4.265 1.473 0.0819
H -1.115 -3.195 1.566 0.0542
H -1.095 -1.863 -0.965 0.1166
H -1.239 0.501 -3.619 0.1437
H -1.123 -1.180 -3.048 0.1408
H -1.607 1.896 -1.346 0.1454
H -4.196 2.273 -1.021 0.1284
H -4.009 0.807 -0.046 0.1181
H -3.962 2.865 1.332 0.1094
H -2.604 3.502 0.407 0.1137
H -1.099 1.784 1.230 0.1209
H -1.923 2.540 2.605 0.1292
H -4.505 0.916 2.793 0.1136
H -4.374 -1.791 3.242 0.0948
H -0.728 -0.539 1.743 0.1183
```

Calculated values
SMILES ... CCc1cc(=O)oc2cc(C)cc(OCC(=O)NCCCn3ccnc3)c12
HOMO level ... -8.6 eV
Energy relative to the best compared isomer or geometry (same formula, charge and spin) ... 58.4 kcal/mol

# 2
This record from the OMol25 dataset describes an isolated molecule of C20H23N3O4S. The level of theory is the ωB97M-V functional and the def2-TZVPD basis.

XYZ file:
```
51
Properties=species:S:1:pos:R:3:lowdin_charge:R:1
C 0.465 -4.561 -7.032 0.0010
C 0.569 -3.308 -6.191 -0.5055
O 1.223 -2.344 -6.505 0.0797
N -0.165 -3.403 -5.034 0.1167
C -0.324 -2.467 -4.017 -0.2065
C -1.124 -2.823 -2.926 -0.0062
C -1.317 -1.939 -1.885 -0.0516
C -0.713 -0.697 -1.932 -0.2953
S -0.949 0.415 -0.563 0.6645
O -0.279 1.655 -0.825 -0.2718
O -2.337 0.446 -0.199 -0.2847
N -0.181 -0.402 0.696 -0.0260
C 1.112 -0.009 1.059 -0.2592
C 2.115 0.001 0.099 -0.0145
C 3.399 0.382 0.444 -0.0660
C 3.698 0.736 1.749 -0.0772
C 2.703 0.722 2.711 -0.0124
C 1.404 0.377 2.371 -0.0951
C 0.329 0.331 3.418 -0.4302
O 0.342 -0.509 4.303 0.0741
N -0.668 1.232 3.282 -0.0485
C -0.686 2.344 2.357 -0.1522
C -0.664 3.666 3.127 -0.1635
C -1.835 3.726 4.104 -0.2049
C -1.782 2.521 5.039 -0.1717
C -1.773 1.232 4.220 -0.1379
C 0.076 -0.326 -3.003 -0.0505
C 0.276 -1.207 -4.050 0.0150
H 0.833 -5.420 -6.476 0.0847
H -0.571 -4.740 -7.314 0.0848
H 1.062 -4.436 -7.931 0.0854
H -0.665 -4.270 -4.889 0.1423
H -1.592 -3.797 -2.901 0.1141
H -1.936 -2.191 -1.039 0.1188
H -0.809 -0.538 1.475 0.1160
H 1.876 -0.291 -0.912 0.1037
H 4.171 0.394 -0.310 0.1057
H 4.704 1.022 2.017 0.1021
H 2.923 0.993 3.733 0.1220
H 0.168 2.290 1.683 0.1158
H -1.599 2.283 1.752 0.1227
H -0.711 4.492 2.418 0.1146
H 0.277 3.741 3.678 0.1184
H -1.797 4.653 4.680 0.1081
H -2.773 3.713 3.545 0.1140
H -2.642 2.518 5.711 0.1113
H -0.875 2.565 5.645 0.1191
H -1.657 0.360 4.866 0.1208
H -2.708 1.144 3.653 0.1336
H 0.521 0.656 -3.005 0.1182
H 0.888 -0.932 -4.892 0.1037
```

Calculated values
SMILES ... CC(=O)Nc1ccc(S(=O)(=O)Nc2ccccc2C(=O)N2CCCCC2)cc1
HOMO level ... -8.8 eV
Energy relative to the best compared isomer or geometry (same formula, charge and spin) ... 4.4 kcal/mol

# 3
This record from the OMol25 dataset describes a structure of composition C20H23N3STe2Zr. The level of theory is the ωB97M-V functional and the def2-TZVPD basis.

XYZ file:
```
50
Properties=species:S:1:pos:R:3:lowdin_charge:R:1
Zr 1.081 -1.088 -0.548 0.3948
Te 3.641 -1.781 0.542 0.7819
C 4.613 -0.210 -0.509 -0.6583
C 5.178 0.866 0.162 -0.1688
C 5.782 1.896 -0.546 -0.1041
C 5.820 1.867 -1.932 -0.1024
C 5.255 0.794 -2.608 -0.0873
C 4.660 -0.244 -1.902 -0.1734
H 5.142 0.909 1.244 0.0894
H 6.219 2.731 -0.012 0.1017
H 6.288 2.675 -2.480 0.0989
H 5.274 0.758 -3.690 0.1043
H 4.210 -1.071 -2.437 0.0684
C -0.485 0.384 3.963 -0.0102
N -0.145 0.965 2.644 -0.2266
C -0.825 2.263 2.432 0.0095
C 1.343 1.028 2.463 -0.1246
C 1.734 1.748 1.204 -0.3110
C 2.315 3.002 1.337 -0.0645
C 2.742 3.701 0.214 -0.0831
C 2.575 3.121 -1.031 -0.0858
C 1.978 1.870 -1.151 -0.1389
C 1.535 1.120 -0.043 -0.2569
H -1.557 0.210 4.012 0.1041
H -0.176 1.080 4.741 0.1055
H 0.042 -0.561 4.072 0.1054
H -0.519 0.280 1.943 0.0118
H -0.414 2.995 3.127 0.1109
H -1.888 2.124 2.617 0.1044
H -0.659 2.595 1.413 0.1046
H 1.692 -0.009 2.422 0.0808
H 1.744 1.489 3.368 0.1333
H 2.454 3.432 2.324 0.1082
H 3.207 4.673 0.316 0.1030
H 2.918 3.635 -1.920 0.1073
H 1.863 1.456 -2.143 0.0536
Te 0.704 -1.520 -3.050 -0.0083
C -1.556 -5.532 3.306 -0.0259
C -0.775 -4.669 2.365 -0.3126
C 0.466 -5.052 1.870 0.0015
C 1.106 -4.173 1.021 -0.1377
N 0.538 -3.019 0.686 -0.1388
C -0.679 -2.729 1.184 -0.7984
S -1.339 -1.221 0.565 0.5750
N -1.342 -3.505 2.025 0.1144
H -1.028 -6.454 3.542 0.0771
H -2.519 -5.772 2.856 0.0894
H -1.758 -4.986 4.228 0.0860
H 0.916 -5.995 2.142 0.1141
H 2.083 -4.368 0.595 0.0782
```

Calculated values
HOMO level ... -6.7 eV
Energy relative to the best compared isomer or geometry (same formula, charge and spin) ... 5.1 kcal/mol

# 4
This record from the OMol25 dataset describes an isolated molecule of C20H23N5O5S in a non-equilibrium geometry. The level of theory is the ωB97M-V functional and the def2-TZVPD basis.

XYZ file:
```
54
Properties=species:S:1:pos:R:3:lowdin_charge:R:1
C -6.442 -0.311 0.144 -0.0592
C -6.062 1.137 0.418 -0.2115
O -4.744 1.428 -0.049 -0.0097
C -3.729 1.091 0.757 -0.4574
O -3.873 0.579 1.843 0.1078
C -2.409 1.401 0.165 -0.1358
C -2.262 1.758 -1.174 -0.0130
C -1.005 1.959 -1.703 -0.0096
C 0.131 1.810 -0.903 -0.2879
N 1.392 1.909 -1.463 -0.0598
S 2.816 2.251 -0.629 0.6934
O 2.516 3.125 0.465 -0.2693
O 3.703 2.707 -1.657 -0.2795
C 3.358 0.658 0.012 -0.1627
C 2.579 -0.435 -0.343 -0.0210
C 2.842 -1.707 0.140 -0.1425
C 2.047 -2.869 -0.212 -0.2482
N 2.542 -4.072 -0.442 0.0720
N 1.515 -4.857 -0.713 -0.0404
N 0.421 -4.223 -0.655 0.0508
N 0.695 -2.955 -0.341 -0.0365
C -0.357 -1.984 -0.145 -0.3667
C -1.019 -1.693 -1.489 -0.0279
C -1.364 -2.529 0.865 -0.0313
C 3.948 -1.887 0.978 0.0051
C 4.732 -0.816 1.315 0.0287
C 4.466 0.487 0.846 -0.2404
O 5.358 1.382 1.285 -0.0481
C 5.419 2.730 0.856 -0.0568
C -0.017 1.494 0.447 -0.0287
C -1.277 1.291 0.970 0.0041
H -5.794 -0.978 0.708 0.0743
H -6.344 -0.534 -0.916 0.0780
H -7.471 -0.481 0.449 0.0781
H -6.111 1.344 1.492 0.1226
H -6.712 1.826 -0.125 0.1239
H -3.136 1.863 -1.796 0.1228
H -0.888 2.221 -2.744 0.1174
H 1.444 2.210 -2.424 0.1276
H 1.771 -0.275 -1.038 0.1048
H 0.106 -1.077 0.256 0.1120
H -1.827 -0.980 -1.354 0.0674
H -1.420 -2.615 -1.904 0.0831
H -0.302 -1.276 -2.194 0.0799
H -0.871 -2.764 1.806 0.0867
H -2.131 -1.784 1.054 0.0705
H -1.825 -3.434 0.479 0.0783
H 4.175 -2.876 1.342 0.1213
H 5.592 -0.935 1.953 0.1278
H 6.349 3.110 1.279 0.1028
H 4.578 3.311 1.235 0.0816
H 5.448 2.807 -0.231 0.0836
H 0.857 1.426 1.075 0.1080
H -1.406 1.033 2.010 0.1294
```

Calculated values
SMILES ... CCOC(=O)c1ccc(NS(=O)(=O)c2cc(-c3nnnn3C(C)C)ccc2OC)cc1
HOMO level ... -9.0 eV
Energy relative to the best compared isomer or geometry (same formula, charge and spin) ... 96.0 kcal/mol